# 1
C11H21B3FN3O13S2 | the ωB97M-V functional and the def2-TZVPD basis

The geometry in XYZ format:
```
54
Properties=species:S:1:pos:R:3:forces:R:3
H 3.434 -6.108 1.451 -0.202 -0.070 0.144
C 1.879 2.992 -0.431 0.339 -0.041 -0.520
O -2.587 1.781 1.000 0.945 -1.108 0.126
O -3.119 0.909 -2.201 -0.018 -0.481 0.243
H -3.620 -0.963 3.266 -0.028 -0.250 -0.028
O 0.926 -2.756 2.203 -0.006 0.155 0.142
H -1.757 5.156 -4.502 0.109 0.001 0.048
C 3.102 -5.081 1.579 0.070 0.238 -0.449
H -0.167 3.205 -0.742 -0.060 0.031 -0.155
H -1.346 0.250 4.046 0.135 -0.068 0.181
C -1.532 -0.807 3.872 -0.039 -0.043 -0.405
C -0.635 3.462 -5.082 0.581 -0.266 -0.808
O -1.792 -3.055 6.494 0.128 -0.118 0.021
H -3.589 -0.211 -0.095 -0.072 0.473 -0.017
H -2.275 3.703 -3.660 0.164 -0.108 0.062
C -2.979 -1.186 4.116 -0.050 0.347 0.429
H -0.409 1.576 -6.171 0.177 0.180 0.043
C 2.297 1.655 -1.128 0.194 -0.500 0.452
O 0.343 0.056 -1.525 -0.792 1.314 -0.200
O -0.938 -4.018 4.373 -1.632 -0.338 0.209
C -2.292 0.310 -1.556 -0.116 0.108 -0.394
S -1.560 -2.977 5.097 -0.113 0.339 -0.229
H 3.247 1.770 -1.661 -0.190 0.145 -0.145
O 1.065 1.505 -3.371 -1.275 -0.290 0.660
H -0.765 4.532 -3.199 -0.015 -0.105 -0.024
H 4.893 -3.899 1.931 -0.092 0.214 0.030
O -0.784 -1.603 4.795 -0.386 -0.071 0.300
N 0.706 3.659 -0.973 0.009 0.097 0.481
B -0.115 1.143 -4.007 0.332 -0.431 -1.461
H 1.756 2.808 0.636 -0.291 0.080 -0.074
H 4.360 -4.862 3.329 0.010 -0.027 -0.035
C -1.399 4.237 -4.037 -0.351 -0.132 -0.094
H 2.706 3.701 -0.513 -0.016 -0.085 0.037
C -2.027 0.757 0.715 -1.742 1.329 0.196
O 3.225 -3.194 2.946 -0.290 -0.027 -0.363
N -2.584 -0.168 -0.225 1.041 -0.073 0.105
F -0.876 0.420 1.267 0.014 -0.184 -0.603
B 1.190 1.040 -2.057 1.567 0.254 0.404
H -3.375 -0.693 5.007 -0.007 0.058 -0.050
H 2.986 -4.611 0.600 0.063 -0.016 -0.004
B -0.845 0.083 -2.220 0.458 -1.713 -0.113
O 1.837 -5.044 2.245 0.182 0.106 0.359
H 0.529 3.480 -6.549 0.141 0.101 -0.038
O -2.944 -2.594 4.361 0.356 -0.031 -0.185
C -0.761 1.951 -5.207 -0.696 0.209 1.031
S 1.677 -3.644 3.019 0.295 -0.192 -0.078
N 0.096 4.119 -5.885 -0.037 0.221 0.070
O -0.773 -0.029 -3.591 -0.423 1.320 0.676
H 2.499 0.922 -0.336 0.017 0.024 -0.105
H 0.789 3.868 -1.956 -0.076 -0.126 -0.035
O 1.325 -3.911 4.359 1.354 0.120 -0.088
H -1.216 -1.071 2.865 0.027 -0.102 0.036
H -1.832 1.710 -5.160 0.116 -0.118 -0.054
C 4.027 -4.277 2.469 0.191 -0.349 0.268
```
Forces are in eV/Å.

- HOMO-LUMO gap (eV) = 8.728

# 2
C3H3O4P | the ωB97M-V functional and the def2-TZVPD basis

The geometry in XYZ format:
```
11
Properties=species:S:1:pos:R:3:forces:R:3
C -0.648 -0.723 -0.422 -0.356 2.004 -6.146
O -1.331 0.399 2.465 -1.230 1.008 0.107
C 0.913 0.110 1.164 1.688 1.381 -0.598
C 0.343 0.174 -0.228 -0.141 -1.755 0.283
H -1.395 -1.225 0.106 -0.613 -0.582 0.854
P -0.293 -0.616 2.483 1.581 -0.847 0.212
O 1.030 0.744 -1.232 -1.938 -1.160 -0.790
H -1.049 0.009 -2.485 0.982 2.817 -0.923
O 2.031 0.599 1.354 -1.888 -0.954 0.210
O -1.302 -0.825 -2.204 0.835 -2.724 5.603
H 1.701 1.354 -1.001 1.080 0.811 1.188
```
Forces are in eV/Å.

- ΔE to the lowest compared entry with this formula, charge and spin (kcal per mole) = 79.54
- HOMO-LUMO gap (eV) = 7.957

# 3
C33H33CuN5O2PSe2 | the ωB97M-V functional and the def2-TZVPD basis

The geometry in XYZ format:
```
77
Properties=species:S:1:pos:R:3:forces:R:3
H 4.097 6.882 -0.439 0.000 0.001 -0.001
C 1.278 -0.989 0.435 -0.059 -0.022 -0.014
H -7.017 -1.873 -3.169 -0.001 0.000 0.000
H 1.273 4.624 -2.766 -0.001 0.000 -0.001
C 0.787 -1.236 -3.393 0.002 0.008 0.001
C -3.681 -0.040 -3.777 0.011 0.005 -0.004
C -0.222 -0.599 -2.681 0.019 -0.011 0.023
C -5.828 -0.772 -4.573 -0.004 0.002 0.003
H -0.218 0.478 -2.563 0.006 0.021 0.017
H 0.422 -0.044 7.451 -0.001 -0.001 0.000
H -5.310 -1.755 -1.366 -0.001 0.002 0.001
C -0.086 -2.806 1.461 0.081 -0.042 -0.057
C 0.136 0.616 5.434 -0.006 -0.006 0.000
C -1.241 -1.343 -2.100 0.006 -0.021 0.011
C 1.705 3.665 1.767 0.003 0.012 -0.008
H 3.190 -1.728 -1.680 -0.017 0.005 -0.016
H 0.949 1.328 5.446 -0.001 -0.001 -0.002
H 2.628 1.785 -0.391 0.007 -0.003 0.008
H 4.529 0.254 -1.082 0.001 -0.001 -0.002
H 1.013 -4.636 1.744 -0.003 -0.002 -0.003
Cu -0.219 1.886 0.412 -0.060 -0.015 -0.057
C 2.008 4.360 0.533 -0.001 -0.007 0.006
H -2.776 -1.914 5.302 0.001 0.000 0.002
C 2.978 5.372 0.591 0.004 0.001 0.004
C 2.464 0.745 -0.675 0.000 0.017 -0.007
H -1.441 -1.670 7.374 -0.001 0.000 -0.001
H 4.260 -2.159 -0.342 0.003 0.001 0.001
C 0.785 -2.616 -3.528 -0.001 -0.013 0.006
P -2.648 -0.542 -1.227 0.000 0.004 0.007
C -0.232 -3.364 -2.946 0.031 0.000 0.012
C -0.612 0.478 4.267 0.005 0.001 -0.001
H -4.423 0.353 -5.747 0.003 0.001 0.000
H -6.567 -0.825 -5.364 0.000 0.000 0.000
H 2.247 3.958 2.668 -0.002 0.000 0.001
H -2.234 -0.530 3.310 0.001 -0.002 0.000
H 2.984 6.392 -2.618 0.001 0.002 0.001
C -3.929 -0.634 -2.541 -0.014 -0.007 0.001
C 3.724 -0.062 -0.415 -0.002 -0.004 -0.006
N 0.664 2.150 3.115 0.006 -0.014 0.005
H 3.054 -3.792 0.527 -0.003 -0.002 -0.008
H -0.240 -4.443 -3.046 -0.002 0.002 -0.002
O -0.998 1.006 1.994 0.029 0.001 0.036
N 2.294 -1.902 0.223 0.043 -0.008 0.028
H 3.446 5.569 1.550 0.000 0.000 0.001
H 1.601 -3.766 -0.480 -0.012 -0.010 -0.017
C 1.365 4.064 -0.707 -0.008 0.009 -0.007
C -1.661 -0.436 4.225 0.003 -0.007 0.002
H 2.249 0.761 -1.752 0.008 -0.001 0.020
C -6.080 -1.360 -3.344 0.003 -0.003 -0.003
Se -3.228 -1.713 0.459 -0.131 0.073 -0.027
H -0.695 -3.270 0.676 0.005 0.013 0.010
C -0.298 1.266 3.040 -0.020 0.022 -0.013
C -0.163 -0.154 6.546 -0.003 0.001 0.001
H 1.578 -0.646 -3.843 0.005 -0.006 0.007
H -0.514 -0.733 1.314 0.007 -0.019 -0.032
C 1.762 4.844 -1.826 0.002 -0.001 0.000
C 2.073 -3.323 0.409 -0.005 0.021 0.003
C -1.957 -1.205 5.342 -0.008 -0.003 -0.004
H 4.055 0.092 0.615 0.000 -0.002 0.005
C 3.345 6.108 -0.513 -0.002 0.000 0.000
C -4.624 -0.111 -4.789 -0.003 0.000 0.001
C 2.716 5.827 -1.732 0.000 -0.002 0.001
C -1.238 -2.730 -2.235 -0.006 -0.004 0.048
H 1.574 -3.110 -4.084 -0.003 0.003 0.003
H -0.680 -2.821 2.375 -0.004 -0.011 0.003
N 1.307 0.249 0.048 0.012 0.015 -0.035
C -1.210 -1.067 6.503 0.003 0.003 0.000
N 0.841 2.732 1.871 -0.009 0.006 0.004
Se -2.244 1.585 -1.049 -0.027 -0.002 0.005
C -5.131 -1.295 -2.330 0.007 0.001 0.001
O 0.472 3.147 -0.887 0.041 -0.009 0.008
H -2.750 0.490 -3.938 0.000 0.000 0.002
C 3.410 -1.529 -0.621 -0.013 0.000 -0.013
C 1.211 -3.569 1.632 0.007 0.021 0.028
H -2.028 -3.305 -1.765 0.002 0.002 0.000
H 1.737 -3.218 2.523 0.011 -0.007 -0.001
N 0.206 -1.427 1.144 0.058 -0.008 0.012
```
Forces are in eV/Å.

- 2S+1 = 2
- HOMO-LUMO gap (alpha / beta) (eV) = 7.332 / 7.275
- <S²> = 0.753
- net charge = -1

# 4
C4H8O3 | the ωB97M-V functional and the def2-TZVPD basis

The geometry in XYZ format:
```
15
Properties=species:S:1:pos:R:3:forces:R:3
C -0.829 0.515 -0.115 0.023 0.688 0.006
O -0.504 1.526 -0.707 0.229 -0.310 0.243
H 1.532 0.152 -1.069 -0.083 -0.071 0.160
H -2.617 -0.753 0.062 -0.035 0.769 0.466
O -3.026 1.168 -0.790 0.251 -0.532 -2.203
H 1.975 -2.175 -0.198 0.038 0.105 0.077
C 2.270 -1.294 0.378 -0.046 -0.033 0.016
H 3.326 -1.086 0.173 -0.193 -0.004 0.032
H -2.318 1.815 -0.962 -0.273 0.200 -0.533
H 2.163 -1.521 1.443 0.014 0.023 -0.133
C -2.307 0.304 0.166 -1.093 1.214 -0.718
C 1.431 -0.096 -0.008 0.150 0.021 -0.022
O 0.041 -0.417 0.271 -0.413 0.162 0.038
H -2.838 1.064 0.788 1.520 -2.091 2.644
H 1.701 0.797 0.567 -0.087 -0.140 -0.075
```
Forces are in eV/Å.

- SMILES string = CCOC(=O)CO
- ΔE to the lowest compared entry with this formula, charge and spin (kcal per mole) = 52.27
- HOMO-LUMO gap (eV) = 10.730